Run 1
DFT (ωB97M-V/def2-TZVPD) results for a 2-piece molecular cluster, C5H8N2 overall.

Geometry as XYZ:
```
15
Properties=species:S:1:pos:R:3:lowdin_charge:R:1
N -0.16198 1.06853 0.54922 0.17
N -1.22835 -2.02632 -0.21749 0.17
C 1.51100 0.48422 -1.34565 -0.04
C 0.29222 1.20066 -0.80225 -0.33
C -1.01439 0.55410 -0.52050 -0.27
C -1.13328 -0.89328 -0.47000 -0.20
C -0.54452 -1.16278 2.28093 0.07
H 0.17711 2.21403 -1.20887 0.15
H -0.88334 -1.15290 3.31708 -0.01
H 0.01954 -2.02779 1.95290 -0.01
H 1.46027 -0.59576 -1.17653 0.08
H -0.56065 -0.25206 1.67691 -0.07
H 2.41372 0.86925 -0.85981 0.08
H 1.60660 0.66235 -2.42328 0.08
H -1.95395 1.05777 -0.75267 0.15
```

The frontier orbital gap (alpha / beta) comes out at 0.415 / 0.243 hartree. The HOMO energy (alpha / beta) is -10.64 / -8.08 eV. For the LUMO energy (alpha / beta), the calculation gives 0.65 / -1.47 eV.

***

Run 2
DFT (ωB97M-V/def2-TZVPD) results for one molecule with the formula C5H8N2.

Geometry as XYZ:
```
15
Properties=species:S:1:pos:R:3:lowdin_charge:R:1
N 0.57341 -0.18623 -1.28508 -0.03
N 0.32975 1.20441 0.58360 0.09
C 0.71181 0.95605 -0.75341 -0.24
C -0.79008 -1.01083 1.09756 0.10
C -1.11387 0.13781 2.50977 -0.03
C -0.21288 0.15640 1.05079 -0.42
C 0.83835 -0.38906 -2.68326 -0.15
H -1.97017 0.77911 2.31325 0.09
H -0.32128 -1.92327 1.44701 0.08
H -1.45769 -0.76310 3.02277 0.09
H 1.44654 -1.29166 -2.80634 0.07
H -0.11799 -0.57960 -3.18541 0.08
H -0.36466 0.61785 3.14485 0.10
H 1.11140 1.83896 -1.26899 0.12
H 1.33736 0.45316 -3.18711 0.07
```

The frontier orbital gap comes out at 0.350 hartree. The HOMO energy is -8.53 eV. For the LUMO energy, the calculation gives 1.01 eV.

***

Name the most stable of them. run 2.

***

Run 1
DFT (ωB97M-V/def2-TZVPD) results for C4H8O3 as an isolated structure.

Geometry as XYZ:
```
15
Properties=species:S:1:pos:R:3:lowdin_charge:R:1
O 0.02402 -1.40692 -0.54963 -0.02
O -0.86829 0.58808 -1.10783 0.13
O -0.96239 0.24403 1.96099 -0.10
C -0.41082 -1.93042 -1.80944 -0.03
C 0.66720 2.00464 0.88074 0.01
C -0.30600 -0.13466 -0.32322 -0.47
C 0.05943 0.22954 1.12051 -0.35
H -0.34675 1.39375 1.50142 0.12
H -0.08821 -2.97093 -1.82053 0.10
H 0.04611 -1.37178 -2.63026 0.10
H 1.02155 -0.20328 1.44706 0.15
H 1.45752 1.70606 0.19223 0.09
H 1.10987 2.44479 1.77917 0.08
H -1.49804 -1.86198 -1.88913 0.10
H -0.00506 2.68590 0.34979 0.09
```

The frontier orbital gap comes out at 0.376 hartree. The HOMO energy is -9.48 eV. For the LUMO energy, the calculation gives 0.74 eV.

***

Run 2
DFT (ωB97M-V/def2-TZVPD) results for one molecule with the formula C4H8O3.

Geometry as XYZ:
```
15
Properties=species:S:1:pos:R:3:lowdin_charge:R:1
O -2.23088 -1.02574 0.00510 -0.11
O 3.19227 0.06636 0.29715 -0.06
O -0.42482 0.11819 0.31549 -0.10
C -0.98644 -1.08858 0.42322 -0.10
C -2.83868 0.19359 -0.45980 -0.06
C 1.91745 -0.01773 -0.30567 -0.25
C 0.91591 0.15571 0.82021 -0.18
H -2.38588 0.51060 -1.40198 0.09
H 1.04704 1.12699 1.30285 0.13
H -3.89037 -0.05142 -0.61037 0.09
H 1.04347 -0.64260 1.55449 0.12
H 1.76769 0.76653 -1.06345 0.12
H 1.74726 -0.99445 -0.78295 0.12
H -2.73469 0.98926 0.28075 0.09
H 3.86066 -0.10672 -0.37504 0.09
```

The frontier orbital gap comes out at 0.365 hartree. The HOMO energy is -9.11 eV. For the LUMO energy, the calculation gives 0.81 eV.

***

Run 3
DFT (ωB97M-V/def2-TZVPD) results for C4H8O3 as an isolated structure.

Geometry as XYZ:
```
15
Properties=species:S:1:pos:R:3:lowdin_charge:R:1
O 2.61323 -0.72806 1.96512 0.07
O 0.67368 1.05607 1.34677 0.00
O 1.62933 -1.75679 0.21604 0.03
C 2.47151 -1.69743 1.08056 -0.40
C -2.24782 0.54712 -1.37114 -0.02
C -0.18328 1.15299 0.47068 -0.27
C -0.51576 0.23882 -0.63749 -0.06
H -0.73135 0.75703 -1.58221 0.05
H 3.23877 -2.47455 1.23193 0.14
H -2.45818 1.61618 -1.59568 0.07
H -2.47513 -0.05573 -2.27585 0.07
H -0.85462 2.03768 0.42485 0.12
H 1.92334 -0.04145 1.79660 0.06
H -2.76693 0.18567 -0.51269 0.04
H -0.31679 -0.83753 -0.55750 0.08
```

The frontier orbital gap comes out at 0.373 hartree. The HOMO energy is -9.61 eV. For the LUMO energy, the calculation gives 0.53 eV.

***

Run 4
DFT (ωB97M-V/def2-TZVPD) results for one molecule with the formula C4H8O3.

Geometry as XYZ:
```
15
Properties=species:S:1:pos:R:3:lowdin_charge:R:1
O 1.27739 -0.07714 1.72107 -0.05
O 0.10132 -1.10568 -2.23236 0.10
O -1.02224 0.80235 -1.82610 0.10
C 0.03536 -0.03351 -1.67995 -0.54
C -0.95800 -0.31363 1.05239 -0.05
C 0.34453 0.33728 0.75587 -0.46
C 1.00030 0.29027 -0.61018 -0.06
H 1.86155 -0.48417 -0.58585 0.16
H -1.82205 0.15742 0.59419 0.08
H 1.57104 1.21397 -0.80342 0.13
H 1.12468 -0.94862 2.09337 0.09
H -1.61817 0.44111 -2.50394 0.13
H 0.32320 1.39606 1.07973 0.15
H -1.27743 -0.30942 2.14959 0.11
H -0.94147 -1.36628 0.79559 0.09
```

The frontier orbital gap comes out at 0.397 hartree. As for the structure (SMILES): C[C@@H](O)CC(=O)O. The HOMO energy is -10.11 eV. For the LUMO energy, the calculation gives 0.69 eV.

***

Name the most stable of them. run 4.